Record 1
Here is 11 unconnected molecules or ions with the total composition C6H31NO11 from the Open Molecules 2025 dataset. Energies are from ωB97M-V/def2-TZVPD.

Geometry as XYZ:
```
49
Properties=species:S:1:pos:R:3:forces:R:3
C -1.177862 0.010961 3.056671 -0.96 -3.18 -1.96
C 0.179817 0.534322 2.623921 1.21 3.55 2.85
O 1.051814 0.350522 3.475701 0.66 -1.10 -1.18
N 0.309396 1.710568 1.841138 -1.23 -2.08 -0.86
C -0.840497 2.173959 1.019334 3.01 1.68 -1.08
C -0.097719 3.250520 0.091443 1.10 2.23 3.26
C 1.593728 3.321422 0.435763 -4.50 -0.72 2.23
C 1.482918 2.624125 1.775236 -0.12 0.41 3.55
H -2.001945 0.146256 2.389708 -0.44 1.36 -0.14
H -1.342483 -1.165462 3.016920 1.29 2.28 0.70
H -1.364927 0.359435 4.056102 -0.03 0.08 0.24
H -1.503243 2.864687 1.597725 -0.32 -1.64 -0.29
H -1.162330 1.310105 0.383704 -0.71 1.12 0.89
H -0.616409 4.286910 0.227996 1.23 -1.82 -0.41
H -0.044038 2.997445 -0.874901 -0.69 -0.87 -3.80
H 2.159833 2.693181 -0.199247 0.64 0.14 -1.29
H 1.877437 4.345929 0.664992 0.45 -0.18 -0.87
H 1.230193 3.455919 2.539900 0.46 -1.10 -0.88
H 2.386503 2.129184 2.225520 -0.88 0.22 -0.76
O -3.217530 -0.638668 0.963776 1.54 -0.27 0.23
H -3.819088 -1.180856 0.494101 -1.71 -0.81 -0.73
H -2.454531 -1.251156 0.844292 -0.11 0.53 0.11
O 1.052163 1.449482 -3.584998 3.15 0.99 3.08
H 1.652083 0.708221 -3.325946 -1.18 0.87 -1.35
H 0.562632 1.374836 -4.368680 -0.76 -1.23 -1.53
O 0.913064 -2.285589 -2.014560 -0.38 -1.69 0.73
H 1.157023 -1.464628 -1.570141 0.12 0.09 0.43
H 0.945893 -2.970341 -1.284023 0.27 1.21 -1.14
O -0.950315 0.068422 -3.552493 -0.11 -1.30 -0.99
H -0.256853 0.011171 -2.880991 -1.09 0.47 -0.03
H -1.689359 0.622625 -3.320597 -0.14 0.12 0.95
O 1.639609 -3.286102 0.745414 -0.61 1.40 0.31
H 2.350747 -3.897087 0.647621 0.82 -0.72 0.01
H 2.019480 -2.482188 1.156786 -0.18 -0.54 -0.42
O -1.919973 -3.023844 -0.539533 2.90 1.36 -0.72
H -0.901639 -2.765558 -0.668144 -3.50 -1.01 0.30
H -1.949680 -3.733252 0.107155 0.39 -0.03 0.31
O 1.825430 -0.283557 -0.465059 4.28 -0.60 -1.59
H 2.825000 -0.170941 -0.869622 -3.68 -0.54 1.51
H 1.488001 0.592040 -0.396254 -0.46 1.33 0.24
O -0.888452 -3.559797 2.065193 -1.40 0.20 1.16
H -1.026277 -2.758831 2.589533 -0.40 -0.49 0.28
H -0.123572 -3.285966 1.606892 1.88 -0.16 -1.19
O 3.594202 -1.659957 -2.757295 1.70 -0.68 1.16
H 3.263182 -0.921690 -3.204081 -0.53 1.75 -1.30
H 2.883515 -2.278434 -2.812938 -1.07 -0.90 0.14
O -3.409226 0.512449 -1.615689 -1.14 0.28 1.34
H -3.363013 0.289150 -0.637672 0.26 0.30 -1.40
H -4.322721 0.870064 -1.699669 0.99 -0.31 -0.10
```
Positions in Å, forces in eV/Å.

Calculated values
**E_tot**: -30734.6863 eV
**Charge**: 0
**Structure (SMILES)**: CC(=O)N1CCCC1.O.O.O.O.O.O.O.O.O.O
**ΔE to the lowest compared entry with this formula, charge and spin**: 103.05 kcal per mole
**Multiplicity**: 1

Atom charges from the Löwdin analysis, given in e for atoms 1 to 6: 0.0083 -0.4382 0.0108 -0.0907 -0.1208 -0.0844

---

Record 2
Here is a gas-phase ion, C4H7N4O (charge +1) from the Open Molecules 2025 dataset. Energies are from ωB97M-V/def2-TZVPD.

Geometry as XYZ:
```
16
Properties=species:S:1:pos:R:3:forces:R:3
N -0.863994 -2.152617 0.634991 -1.50 1.09 2.89
C -0.495754 -1.422905 -0.400640 -4.07 1.18 1.02
N -1.163706 -0.336578 -0.745651 0.72 -0.22 0.48
C -1.499769 0.880421 -0.400174 -1.87 -1.94 -1.50
C -0.667574 1.710821 0.312558 1.53 0.63 1.36
C 0.642393 1.360864 0.661999 -3.68 0.02 -2.32
N 1.264037 0.258464 0.475168 -0.31 -1.30 1.30
N 2.079670 -0.461195 -0.020494 -0.02 -0.61 1.10
O 2.624207 -0.059059 -1.114852 1.90 1.11 -3.04
H -0.688993 -3.124580 0.919409 0.52 0.77 -0.94
H -1.497548 -1.649012 1.326355 1.11 -1.06 -1.27
H 0.027548 -1.897830 -1.118296 2.28 -1.35 -2.31
H -2.536149 1.163961 -0.810504 1.76 0.04 0.78
H -0.962134 2.684511 0.681288 -0.22 -0.09 -0.37
H 1.189104 2.133794 0.975452 2.36 2.80 2.05
H 2.548662 0.910934 -1.376610 -0.49 -1.07 0.75
```
Positions in Å, forces in eV/Å.

Calculated values
**E_tot**: -12257.4582 eV
**Charge**: +1
**Structure (SMILES)**: [NH2+]=C\N=C/C=C\N=N/O
**ΔE to the lowest compared entry with this formula, charge and spin**: 97.34 kcal per mole
**Multiplicity**: 1

Atom charges from the Löwdin analysis, given in e for atoms 1 to 6: 0.1766 -0.2071 0.1183 -0.0973 -0.0531 -0.0672

---

Record 3
Here is CH2N2OS2 in the gas phase from the Open Molecules 2025 dataset. Energies are from ωB97M-V/def2-TZVPD.

Geometry as XYZ:
```
8
Properties=species:S:1:pos:R:3:forces:R:3
C -0.236928 0.249945 -0.086571 1.38 -0.44 2.61
N -1.140930 1.145253 0.028817 1.07 -0.97 -1.04
N -1.550325 1.721189 1.074101 -0.74 0.95 0.92
O 1.959537 3.276920 2.983241 1.94 3.87 1.30
S -0.674198 2.443892 2.299548 -0.70 -0.07 0.00
S 1.309897 2.108460 2.543486 -1.51 -4.31 -1.67
H 0.275480 -0.196041 0.875846 -1.03 0.90 -1.66
H 0.158898 -0.100742 -1.019541 -0.41 0.07 -0.48
```
Positions in Å, forces in eV/Å.

Calculated values
**E_tot**: -27763.2078 eV
**Charge**: 0
**ΔE to the lowest compared entry with this formula, charge and spin**: 71.05 kcal per mole
**Multiplicity**: 1

Atom charges from the Löwdin analysis, given in e for atoms 1 to 6: -0.0399 -0.1588 -0.4215 -0.6230 0.5990 0.4936

---

Record 4
Here is a molecular structure, H25O12 from the Open Molecules 2025 dataset. Energies are from ωB97M-V/def2-TZVPD.

Geometry as XYZ:
```
37
Properties=species:S:1:pos:R:3:forces:R:3
O 2.012440 0.201582 3.864769 1.60 1.31 -1.43
H 1.381773 -0.259119 4.393968 -0.74 0.21 0.77
H 1.910655 1.202633 3.813226 -0.54 -1.89 0.49
O -1.777086 1.771943 1.808206 1.89 0.22 0.31
H -2.388690 2.429647 1.595508 -1.69 1.48 -0.57
H -0.624801 0.530335 -0.497411 -3.35 1.24 2.26
O -4.175118 -0.202012 -0.262666 2.69 -2.37 0.98
H 0.080103 -2.871863 -4.034467 -1.44 -0.14 -2.52
O -0.298315 0.236648 -3.511597 -0.79 3.62 -0.42
H -3.852851 -0.355799 -1.147380 -0.77 0.67 -0.33
H -1.200902 0.372128 -3.856628 -0.06 -1.29 -0.01
O -1.614454 -1.307938 1.417613 -0.41 -1.07 -0.38
H -2.210131 -2.036205 1.106230 0.54 1.18 0.46
H -0.726868 -1.681731 1.257577 -0.46 0.36 0.01
O 3.013671 -0.932996 1.222011 -0.50 3.44 -0.43
H 3.037058 -0.041637 1.732116 0.52 -1.56 -0.52
H 2.262176 -1.297058 1.721202 -0.46 -0.56 -0.35
O 0.163004 0.291145 -0.865413 3.37 -0.75 -1.07
H 1.640031 0.579476 -1.207954 1.88 -0.83 0.75
H 1.433411 -2.839349 0.083147 -1.37 0.59 0.65
O 2.662437 0.282537 -1.128733 -1.67 0.26 1.80
H 2.753763 -0.446288 0.115897 0.12 -0.27 -0.06
H -2.218373 0.954134 1.788774 -1.05 -1.94 -0.17
O 0.436166 -2.798485 -3.192479 3.10 -0.20 2.05
H 2.880052 -0.215679 -1.911059 0.21 -0.38 -0.48
H 1.400550 -2.984608 -3.385142 -1.59 0.27 0.51
O 0.502064 2.044039 2.744498 1.73 0.63 0.17
H -0.202877 2.638990 2.932385 -0.66 1.50 -0.34
H 0.083893 1.311798 3.150565 -0.37 -1.84 0.20
O 0.548923 -2.695167 0.529386 2.21 -0.97 -1.00
H -0.203826 1.262192 -3.480126 0.79 -2.02 0.29
H 0.168671 -3.564646 0.345369 -0.44 0.07 0.23
O -0.870687 3.070118 -1.955838 -1.74 0.21 -2.15
H -0.062844 0.094837 -1.774349 -0.42 -0.53 -1.17
H -0.275444 2.852233 -1.297891 1.93 -0.85 2.28
H -4.857436 0.384678 -0.090739 -1.93 1.71 -0.63
H -0.810127 4.019476 -2.022558 -0.11 0.50 -0.19
```
Positions in Å, forces in eV/Å.

Calculated values
**E_tot**: -24968.1495 eV
**Charge**: +1
**ΔE to the lowest compared entry with this formula, charge and spin**: 66.45 kcal per mole
**Multiplicity**: 1

Atom charges from the Löwdin analysis, given in e for atoms 1 to 6: -0.0695 0.0351 0.0701 -0.0024 0.0290 0.0124

---

Record 5
Here is a molecular structure, C20H17F3HgN6S2 from the Open Molecules 2025 dataset. Energies are from ωB97M-V/def2-TZVPD.

Geometry as XYZ:
```
49
Properties=species:S:1:pos:R:3:forces:R:3
Hg -0.178597 1.319897 0.811365 0.78 0.31 -0.16
C 1.654861 -3.734855 -1.915286 -0.05 0.03 0.00
C 0.300856 -3.142435 -2.041347 0.13 0.19 0.10
N -0.685564 -3.622937 -2.722022 -0.18 0.08 -0.01
N -1.694992 -2.712869 -2.513532 -0.11 -0.16 -0.20
C -1.367351 -1.681073 -1.711544 -0.23 -0.02 0.10
S -2.295109 -0.400881 -1.204365 0.02 -0.12 -0.22
N -0.066316 -1.974421 -1.408339 0.31 0.04 0.10
N 0.683982 -1.163233 -0.578278 0.05 -0.11 -0.06
H 1.722535 -4.606552 -2.560980 -0.01 0.00 0.01
H 1.852746 -4.035030 -0.885060 0.01 0.00 0.00
H 2.414616 -3.007542 -2.203705 0.01 -0.01 0.00
H -2.591510 -2.832410 -2.945786 -0.01 -0.02 0.00
H 1.270487 -1.691420 0.053708 -0.09 0.00 0.15
H 1.210862 -0.474859 -1.105033 0.09 0.06 -0.06
C 3.346249 -1.579122 2.658516 -0.12 -0.17 0.09
C 2.523097 -2.273489 3.602647 0.19 0.11 -0.16
C 1.238015 -1.864460 3.799877 -0.07 0.03 -0.04
C 0.687642 -0.760198 3.080009 0.12 -0.01 -0.08
N 1.504033 -0.113995 2.146696 -0.17 -0.04 0.18
C 2.758705 -0.526245 1.984987 -0.11 0.01 0.05
C -0.667769 -0.303881 3.272476 0.00 0.01 -0.02
C -1.499704 -0.859260 4.287431 0.00 0.04 -0.01
C -2.799618 -0.442228 4.479630 0.01 0.04 -0.07
C -3.365607 0.551996 3.676046 0.06 -0.01 0.01
C -2.579493 1.109940 2.667006 0.02 -0.13 0.21
C -1.266438 0.712247 2.463922 -0.05 -0.11 -0.16
H 4.377120 -1.855749 2.479593 -0.03 0.03 0.00
H 2.916044 -3.120904 4.153334 -0.01 0.00 0.00
H 0.620429 -2.410330 4.502149 0.04 0.03 -0.02
H 3.340427 0.036023 1.251716 -0.03 -0.02 0.03
H -1.111949 -1.633824 4.937572 -0.03 0.05 0.00
H -3.390464 -0.899328 5.266937 0.02 0.00 0.00
H -4.390758 0.871771 3.821913 0.02 0.00 0.01
H -3.017555 1.865909 2.024891 0.02 -0.01 -0.03
F 1.678496 3.836970 -5.166049 0.06 -0.02 0.01
C 1.742886 3.279255 -3.929611 -0.24 0.00 0.00
F 2.671186 3.974330 -3.256675 0.07 0.03 0.02
F 2.223114 2.037957 -4.109110 0.07 -0.08 -0.02
C 0.397055 3.297914 -3.256335 0.30 -0.07 0.24
C -0.683158 3.797021 -3.950103 -0.15 0.06 -0.12
C -1.923924 3.863789 -3.340489 -0.12 0.05 0.01
C -2.011420 3.424540 -2.032298 -0.08 0.01 -0.07
N -0.986874 2.932319 -1.356186 0.24 -0.09 0.10
C 0.224543 2.833774 -1.926580 -0.03 0.15 -0.32
S 1.513235 2.134545 -0.981426 -0.77 -0.16 0.40
H -0.556394 4.131013 -4.970551 0.01 0.02 0.02
H -2.789406 4.252885 -3.859053 0.01 -0.03 0.01
H -2.953249 3.459436 -1.492678 0.02 0.00 -0.03
```
Positions in Å, forces in eV/Å.

Calculated values
**E_tot**: -63955.1942 eV
**Charge**: -1
**Multiplicity**: 2

Atom charges from the Löwdin analysis, given in e for atoms 1 to 6: 0.9575 -0.0091 -0.3477 0.1030 0.0045 -0.8312

---

Record 6
Here is 2 unconnected molecules or ions with the total composition C3H6O2 from the Open Molecules 2025 dataset. Energies are from ωB97M-V/def2-TZVPD.

Geometry as XYZ:
```
11
Properties=species:S:1:pos:R:3:forces:R:3
C -0.142910 0.405720 1.250035 -0.07 0.09 -0.10
C -0.794445 0.991378 0.244258 0.06 -0.02 0.16
C -1.179427 0.215752 -0.951351 -0.13 0.08 -0.20
O -1.813930 0.657364 -1.882185 0.26 -0.17 0.35
H 0.151672 0.951109 2.141758 -0.08 -0.03 -0.13
H 0.153273 -0.639240 1.199913 -0.12 0.18 0.02
H -1.074624 2.041554 0.255215 0.01 -0.12 0.01
H -0.830724 -0.842945 -0.946049 -0.10 0.12 -0.01
O 2.045969 -1.258053 -0.100230 -0.05 -0.06 -0.19
H 1.682973 -2.021649 -0.563699 0.12 0.04 0.00
H 1.802173 -0.500991 -0.647666 0.09 -0.09 0.08
```
Positions in Å, forces in eV/Å.

Calculated values
**E_tot**: -7302.0829 eV
**Charge**: 0
**Structure (SMILES)**: C=CC=O.O
**ΔE to the lowest compared entry with this formula, charge and spin**: 36.79 kcal per mole
**Multiplicity**: 1

Atom charges from the Löwdin analysis, given in e for atoms 1 to 6: 0.0349 -0.1343 -0.3006 0.0422 0.0704 0.0531

---

Record 7
Here is C3H4OS in the gas phase from the Open Molecules 2025 dataset. Energies are from ωB97M-V/def2-TZVPD.

Geometry as XYZ:
```
9
Properties=species:S:1:pos:R:3:forces:R:3
C 0.619633 -0.910401 -1.835715 0.04 0.29 -0.82
C -0.026822 -0.316551 -1.026879 -0.93 0.91 2.61
C -0.900740 0.308787 0.031952 2.17 -1.99 1.27
S -0.257575 1.125164 1.706871 -1.22 1.53 -1.65
O 0.998751 0.273725 2.300597 0.92 -1.04 -1.91
H 1.044485 -1.199069 -2.760822 0.36 -0.40 -0.01
H -1.578749 0.907961 -0.483411 -1.00 1.80 -0.31
H -1.479355 -0.413482 0.570660 -0.38 -1.03 -0.57
H 1.580372 0.223866 1.496746 0.04 -0.08 1.39
```
Positions in Å, forces in eV/Å.

Calculated values
**E_tot**: -16054.8699 eV
**Charge**: 0
**Structure (SMILES)**: C#CCSO
**ΔE to the lowest compared entry with this formula, charge and spin**: 74.71 kcal per mole
**Multiplicity**: 1

Atom charges from the Löwdin analysis, given in e for atoms 1 to 6: 0.0917 -0.1698 -0.3800 0.8042 -0.5039 0.0239